Record 1
A molecular structure, C5H6N2O in a non-equilibrium geometry. Source: the Open Molecules 2025 dataset; level of theory: ωB97M-V with the def2-TZVPD basis set.

Values from the calculation:
- relative energy (zero: lowest compared OMol25 entry of this formula, charge and spin) (kcal/mol) = 74.05
- maximum force (Eh/bohr) = 0.03575
- 2S+1 = 1
- gap between HOMO and LUMO (eV) = 7.50

Positions of all 14 atoms, in Å:
1 C 0.1950 -0.8162 -1.7240
2 C 0.5472 -1.3274 0.7306
3 C 0.1776 -0.4475 -0.2652
4 N -1.1658 1.4958 0.2684
5 C 0.0228 0.8875 0.2087
6 C 0.6732 -0.0357 2.1881
7 O 0.6224 -2.4656 1.0354
8 N 0.6374 0.3213 3.2942
9 H -1.2018 2.4695 0.5400
10 H -1.9703 1.0996 -0.1996
11 H 0.8609 1.5741 0.2529
12 H 1.0031 -0.3089 -2.2591
13 H 0.3422 -1.8901 -1.8470
14 H -0.7438 -0.5565 -2.2232

Mulliken population analysis, charges in e, atoms 1 to 6: -1.240 0.645 -0.147 -0.265 0.050 0.095

Record 2
A single C5H6Cl2 molecule in a non-equilibrium geometry. Source: the Open Molecules 2025 dataset; level of theory: ωB97M-V with the def2-TZVPD basis set.

Values from the calculation:
- relative energy (zero: lowest compared OMol25 entry of this formula, charge and spin) (kcal/mol) = 4.16
- maximum force (Eh/bohr) = 0.05564
- 2S+1 = 1
- gap between HOMO and LUMO (eV) = 9.13

Positions of all 13 atoms, in Å:
1 C 1.2352 1.7495 -0.7161
2 C 1.0177 0.4535 -0.4837
3 C -0.1508 -0.1885 0.1901
4 C -1.1040 0.4302 0.9614
5 Cl -2.4095 -0.3261 1.7811
6 C -0.3165 -1.6779 0.0793
7 Cl -1.4210 -1.9874 -1.3403
8 H 2.1566 2.0692 -1.1665
9 H 0.5085 2.5067 -0.4374
10 H 1.7743 -0.2536 -0.8369
11 H -0.9686 1.5152 1.1641
12 H 0.5603 -2.2399 -0.1352
13 H -0.8822 -2.0508 0.9401

Mulliken population analysis, charges in e, atoms 1 to 6: -0.789 -0.199 0.711 -0.288 -0.167 -0.737

Record 3
8 unconnected molecules or ions with the total composition C20H52N4O16 in a non-equilibrium geometry. Source: the Open Molecules 2025 dataset; level of theory: ωB97M-V with the def2-TZVPD basis set.

Values from the calculation:
- maximum force (Eh/bohr) = 0.08420
- 2S+1 = 1
- gap between HOMO and LUMO (eV) = 9.42

Positions of all 92 atoms, in Å:
1 C 0.3714 3.2003 -1.1924
2 N 1.6238 2.7703 -0.4286
3 O 1.6449 2.7256 0.7974
4 O 2.6110 2.4733 -1.0877
5 H 0.2395 2.7607 -2.1811
6 H 0.3186 4.2857 -1.2776
7 H -0.4084 2.7979 -0.5458
8 C 1.1101 10.4685 -2.0027
9 N 2.0044 9.3728 -2.4291
10 O 1.7402 8.7358 -3.4609
11 O 2.8415 9.0754 -1.6296
12 H 0.5201 10.7684 -2.8688
13 H 1.7855 11.2774 -1.7243
14 H 0.4846 10.1513 -1.1683
15 C -6.5113 0.8853 3.9093
16 N -5.9445 2.2839 3.7600
17 O -6.4532 3.2080 4.4347
18 O -4.9637 2.1978 3.0662
19 H -5.7189 0.1368 3.9077
20 H -7.2578 0.5419 3.1931
21 H -7.1020 0.7791 4.8191
22 C 6.9629 -1.7702 1.7806
23 N 7.9406 -2.4292 0.8048
24 O 9.0510 -2.7194 1.1823
25 O 7.5090 -2.7587 -0.2245
26 H 6.5567 -0.8778 1.3045
27 H 7.5698 -1.4587 2.6307
28 H 6.1546 -2.4102 2.1341
29 C -2.5670 -4.2939 2.4831
30 O -2.3185 -5.1492 3.6145
31 C -2.6626 -6.5033 3.4652
32 C -4.1281 -6.7181 3.7655
33 O -4.3854 -6.0974 5.0314
34 C -5.7837 -6.2911 5.4611
35 H -2.3321 -3.2552 2.7153
36 H -3.6214 -4.2914 2.2068
37 H -2.0435 -4.5115 1.5521
38 H -1.9554 -6.9259 4.1789
39 H -2.3784 -6.8374 2.4673
40 H -4.3240 -7.7903 3.7735
41 H -4.6518 -6.1288 3.0128
42 H -6.5500 -5.6760 4.9896
43 H -5.8680 -6.1191 6.5342
44 H -6.2486 -7.2722 5.3640
45 C -6.7881 6.1735 -9.4676
46 O -5.3917 6.1327 -9.4966
47 C -4.9343 5.1446 -10.4141
48 C -3.4573 5.1964 -10.8528
49 O -2.6243 4.4621 -9.9620
50 C -2.1366 5.2228 -8.8517
51 H -7.2541 6.2940 -10.4455
52 H -7.1668 7.0080 -8.8774
53 H -7.1949 5.2560 -9.0425
54 H -5.4802 5.2612 -11.3503
55 H -5.1413 4.1489 -10.0221
56 H -3.0902 6.2178 -10.9532
57 H -3.5404 4.6357 -11.7838
58 H -2.9089 5.5639 -8.1623
59 H -1.6886 6.1864 -9.0943
60 H -1.5369 4.4711 -8.3386
61 C 4.9104 -1.9806 12.2988
62 O 5.8859 -1.3205 11.5405
63 C 5.6104 -1.0770 10.1306
64 C 6.1791 0.2351 9.6760
65 O 5.9771 0.2397 8.1992
66 C 5.6599 1.5321 7.7144
67 H 5.2255 -1.9029 13.3394
68 H 4.8813 -3.0538 12.1103
69 H 3.9238 -1.5605 12.1030
70 H 4.5269 -1.0819 10.0125
71 H 6.0532 -1.7559 9.4018
72 H 7.2383 0.2643 9.9320
73 H 5.7045 1.0384 10.2395
74 H 6.5233 2.1716 7.5312
75 H 4.7558 1.9799 8.1268
76 H 5.4376 1.3674 6.6601
77 C 0.4349 -6.4485 -5.2503
78 O 1.8302 -6.5433 -4.9306
79 C 2.2634 -5.5605 -3.9587
80 C 2.2214 -4.1152 -4.6406
81 O 0.8548 -3.5635 -4.3592
82 C 0.3516 -2.7094 -5.4273
83 H 0.0079 -5.4901 -5.5456
84 H -0.0700 -6.7481 -4.3320
85 H 0.0485 -7.2284 -5.9064
86 H 3.2578 -5.8805 -3.6477
87 H 1.6704 -5.5132 -3.0454
88 H 2.5305 -4.3557 -5.6578
89 H 2.9618 -3.4549 -4.1891
90 H 1.1174 -2.1120 -5.9220
91 H -0.3822 -2.0050 -5.0358
92 H -0.1182 -3.3527 -6.1713

Mulliken population analysis, charges in e, atoms 1 to 6: -0.628 0.811 -0.507 -0.502 0.280 0.265